1.
Formula: C45H102FNO14S
Source: the Open Molecules 2025 dataset
Level of theory: the ωB97M-V functional and the def2-TZVPD basis

HOMO, eV: -8.25
LUMO level, eV: -0.88
Relative energy (zero: lowest compared OMol25 entry of this formula, charge and spin), eV: 9.802

```
164
C45H102FNO14S (the ωB97M-V functional and the def2-TZVPD basis)
C 3.55 1.79 -0.55
C 3.71 2.16 -2.18
O 2.44 1.76 -2.80
C 2.61 1.27 -4.18
C 3.39 -0.17 -4.31
O 2.69 -1.31 -3.72
C 2.95 -1.44 -2.27
C 1.51 -1.23 -1.51
C 0.41 -2.45 -1.80
N -0.79 -2.36 -0.84
C -1.61 -1.31 -1.19
C -1.42 0.24 -0.59
C -2.91 -1.48 -2.22
S 1.22 -4.14 -1.83
O 0.35 -5.02 -2.80
O 1.25 -4.76 -0.40
O 2.83 -4.06 -2.44
C 3.56 -2.92 -1.83
C 5.19 -3.04 -2.01
C 6.02 -2.83 -0.57
O 5.98 -1.65 0.06
F 6.85 -3.90 0.05
H 3.92 2.66 0.14
H 4.09 0.78 -0.27
H 2.39 1.59 -0.36
H 3.87 3.32 -2.26
H 4.66 1.64 -2.61
H 1.51 1.11 -4.61
H 3.11 2.08 -4.88
H 4.50 -0.12 -3.89
H 3.52 -0.38 -5.48
H 3.77 -0.65 -1.90
H 1.00 -0.25 -1.96
H 1.62 -1.00 -0.34
H -0.05 -2.26 -2.88
H -0.37 0.27 -0.03
H -2.30 0.55 0.12
H -1.30 0.93 -1.54
H -3.83 -0.97 -1.67
H -3.20 -2.60 -2.40
H -2.76 -0.87 -3.22
H 3.34 -3.00 -0.66
H 5.51 -4.12 -2.39
H 5.59 -2.18 -2.72
C -5.97 -7.21 -1.42
C -5.49 -5.97 -2.16
O -4.60 -5.16 -1.39
C -3.38 -5.78 -0.98
C -2.52 -6.26 -2.14
H -6.45 -6.94 -0.48
H -6.68 -7.77 -2.04
H -5.14 -7.88 -1.18
H -6.36 -5.34 -2.38
H -5.04 -6.23 -3.12
H -3.59 -6.60 -0.28
H -2.82 -5.03 -0.42
H -3.03 -7.03 -2.73
H -1.59 -6.69 -1.77
H -2.29 -5.43 -2.82
C 4.85 2.92 -9.77
C 3.70 2.37 -8.94
O 3.71 2.83 -7.59
C 3.61 4.24 -7.40
C 2.34 4.84 -7.97
H 5.81 2.66 -9.31
H 4.82 2.50 -10.78
H 4.81 4.00 -9.85
H 3.78 1.28 -8.90
H 2.73 2.59 -9.41
H 4.50 4.74 -7.80
H 3.62 4.41 -6.32
H 2.27 4.71 -9.05
H 2.29 5.91 -7.76
H 1.45 4.36 -7.53
C -9.12 -5.05 2.39
C -9.07 -3.67 1.76
O -8.05 -2.84 2.30
C -6.71 -3.31 2.16
C -6.27 -3.50 0.72
H -9.26 -4.98 3.47
H -9.94 -5.64 1.96
H -8.19 -5.61 2.22
H -10.02 -3.17 1.94
H -8.96 -3.74 0.67
H -6.57 -4.22 2.75
H -6.06 -2.55 2.62
H -6.88 -4.26 0.21
H -5.23 -3.82 0.68
H -6.38 -2.57 0.16
C 7.04 6.48 2.06
C 5.59 6.35 2.49
O 4.97 5.14 2.07
C 5.56 3.93 2.55
C 5.56 3.81 4.06
H 7.13 6.40 0.97
H 7.46 7.44 2.38
H 7.67 5.69 2.49
H 5.02 7.17 2.04
H 5.49 6.47 3.58
H 6.57 3.81 2.13
H 4.96 3.11 2.13
H 6.16 4.60 4.53
H 5.98 2.85 4.37
H 4.55 3.89 4.45
C -5.73 -4.30 8.32
C -7.02 -5.06 8.10
O -7.79 -4.57 6.99
C -7.15 -4.61 5.72
C -6.76 -6.01 5.28
H -5.94 -3.23 8.48
H -5.21 -4.69 9.20
H -5.06 -4.37 7.47
H -7.65 -4.96 8.98
H -6.83 -6.14 7.97
H -6.30 -3.93 5.70
H -7.88 -4.21 5.00
H -6.03 -6.46 5.95
H -6.32 -5.98 4.27
H -7.63 -6.67 5.26
C 12.74 8.96 2.35
C 11.29 8.84 2.79
O 10.67 7.62 2.36
C 11.26 6.41 2.84
C 11.26 6.30 4.35
H 12.83 8.88 1.27
H 13.16 9.92 2.67
H 13.37 8.17 2.79
H 10.72 9.65 2.33
H 11.19 8.95 3.87
H 12.27 6.30 2.43
H 10.66 5.59 2.43
H 11.86 7.09 4.82
H 11.68 5.33 4.66
H 10.25 6.38 4.75
C -7.72 -1.14 8.86
C -6.91 -1.09 10.14
O -6.27 0.17 10.36
C -7.13 1.29 10.48
C -8.12 1.19 11.63
H -7.10 -0.91 8.00
H -8.15 -2.14 8.72
H -8.55 -0.43 8.87
H -6.11 -1.84 10.08
H -7.51 -1.37 11.01
H -7.65 1.48 9.53
H -6.48 2.16 10.65
H -8.80 0.34 11.51
H -8.72 2.10 11.70
H -7.58 1.05 12.58
C 0.00 0.07 -8.13
C 0.18 1.58 -8.11
O -0.01 2.19 -9.39
C -1.29 2.01 -9.99
C -2.43 2.58 -9.16
H 0.69 -0.39 -8.84
H 0.20 -0.35 -7.13
H -1.01 -0.22 -8.42
H 1.21 1.81 -7.80
H -0.48 2.05 -7.37
H -1.45 0.96 -10.23
H -1.25 2.55 -10.95
H -2.52 2.08 -8.19
H -3.38 2.46 -9.69
H -2.27 3.64 -8.96
```

2.
Formula: C7HF18MnN3O15S6
Source: the Open Molecules 2025 dataset
Level of theory: the ωB97M-V functional and the def2-TZVPD basis

2S+1: 6
HOMO (alpha / beta), eV: -4.58 / -4.80
LUMO level (alpha / beta), eV: 4.48 / 4.47
Expectation value of S²: 8.75
Net charge: -2
Relative energy (zero: lowest compared OMol25 entry of this formula, charge and spin), eV: 0.000

```
51
C7HF18MnN3O15S6 (the ωB97M-V functional and the def2-TZVPD basis)
Mn 5.08 -13.08 -4.31
O 7.40 -16.16 -3.54
C 6.47 -15.20 -3.72
O 5.36 -15.40 -4.29
O 6.71 -14.04 -3.28
H 8.00 -15.66 -2.95
C 4.73 -13.50 -0.27
F 5.69 -13.06 0.52
F 5.05 -14.61 -0.91
F 3.69 -13.78 0.51
S 4.18 -12.06 -1.47
O 3.14 -11.29 -0.82
O 5.38 -11.28 -1.70
N 3.68 -12.89 -2.96
S 2.09 -13.07 -2.60
O 1.86 -13.75 -1.35
O 1.20 -11.97 -2.85
C 1.56 -14.30 -3.90
F 2.39 -15.34 -3.87
F 0.29 -14.64 -3.78
F 1.71 -13.78 -5.12
C 7.80 -9.10 -4.10
F 7.30 -8.62 -2.99
F 6.95 -8.88 -5.10
F 8.91 -8.44 -4.46
S 8.12 -10.99 -4.06
O 8.45 -11.16 -2.67
O 6.88 -11.64 -4.46
N 9.31 -11.26 -5.25
S 10.51 -11.85 -4.48
O 11.19 -10.98 -3.51
O 10.28 -13.22 -4.00
C 11.75 -12.04 -5.87
F 12.87 -12.52 -5.34
F 11.35 -12.93 -6.79
F 11.95 -10.89 -6.51
C 3.54 -14.42 -7.62
F 3.51 -15.17 -6.54
F 3.69 -15.16 -8.73
F 2.41 -13.72 -7.79
S 4.97 -13.24 -7.49
O 6.07 -14.09 -7.10
O 5.08 -12.53 -8.74
N 4.53 -12.26 -6.14
S 4.24 -10.78 -6.74
O 5.41 -10.06 -7.17
O 3.07 -10.68 -7.60
C 3.60 -9.91 -5.16
F 4.42 -10.13 -4.13
F 3.53 -8.61 -5.34
F 2.45 -10.47 -4.83
```

3.
Formula: C5H9IS
Source: the Open Molecules 2025 dataset
Level of theory: the ωB97M-V functional and the def2-TZVPD basis

HOMO, eV: -9.05
LUMO level, eV: 0.42
Relative energy (zero: lowest compared OMol25 entry of this formula, charge and spin), eV: 0.980

```
16
C5H9IS (the ωB97M-V functional and the def2-TZVPD basis)
C -1.69 -1.74 -1.15
C -1.61 -0.76 -0.27
I -3.27 0.52 0.16
C -0.41 -0.59 0.59
C 0.33 0.65 0.14
C 1.89 0.68 0.28
S 2.56 2.21 -0.27
H -2.57 -1.89 -1.79
H -1.02 -2.63 -1.28
H 0.20 -1.47 0.48
H -1.00 -0.66 1.52
H 0.09 0.80 -0.88
H -0.08 1.37 0.95
H 2.23 0.50 1.29
H 2.37 -0.05 -0.39
H 1.97 3.04 0.62
```

4.
Formula: CH2Cl2FPS
Source: the Open Molecules 2025 dataset
Level of theory: the ωB97M-V functional and the def2-TZVPD basis

HOMO (alpha / beta), eV: -9.94 / -9.95
LUMO level (alpha / beta), eV: -2.89 / -2.84
Relative energy (zero: lowest compared OMol25 entry of this formula, charge and spin), eV: 4.006

```
8
CH2Cl2FPS (the ωB97M-V functional and the def2-TZVPD basis)
C -1.67 0.40 -0.44
F -1.07 1.33 -1.25
P -1.05 -1.37 -0.83
S -3.25 1.85 1.58
Cl -2.55 -1.75 -2.07
Cl -1.69 -2.28 0.83
H -1.60 0.65 0.69
H -2.80 0.65 -0.62
```

5.
Formula: C35H43ClI3IrO4PS4
Source: the Open Molecules 2025 dataset
Level of theory: the ωB97M-V functional and the def2-TZVPD basis

2S+1: 2
HOMO (alpha / beta), eV: -7.30 / -7.56
LUMO level (alpha / beta), eV: -3.58 / -3.01
Expectation value of S²: 1.05
Relative energy (zero: lowest compared OMol25 entry of this formula, charge and spin), eV: 7.572

```
92
C35H43ClI3IrO4PS4 (the ωB97M-V functional and the def2-TZVPD basis)
Ir 1.64 0.45 2.36
O 6.27 3.08 0.42
C 5.29 2.57 0.85
S 3.74 3.46 1.12
C 2.88 2.10 1.66
C 3.50 0.92 1.70
S 2.32 0.65 4.51
S 5.16 0.82 1.27
S 0.52 4.57 1.15
Cl -3.16 -4.46 3.89
C -1.69 -3.69 3.41
C -0.58 -3.75 4.25
C 0.57 -3.10 3.88
C 0.67 -2.40 2.67
C 1.90 -1.72 2.30
C -0.46 -2.39 1.83
C -1.63 -3.02 2.20
H -0.63 -4.30 5.18
H 1.43 -3.14 4.53
H 2.18 -1.84 1.26
H 2.73 -1.97 2.97
H -0.41 -1.85 0.90
H -2.51 -2.98 1.57
O 0.90 0.24 0.20
P 0.38 0.64 -1.15
C -0.14 -0.98 -1.94
C -0.54 -0.96 -3.41
C -0.82 -2.39 -3.86
C 0.46 -3.24 -3.85
C 1.53 -2.61 -2.97
C 0.92 -2.07 -1.68
C 1.73 1.58 -2.03
C 3.06 0.84 -1.89
C 4.15 1.64 -2.59
C 3.89 1.69 -4.11
C 2.44 1.33 -4.45
C 1.46 1.99 -3.49
C -0.99 1.86 -0.80
C -1.40 2.91 -1.82
C -2.42 2.40 -2.84
C -3.65 1.84 -2.13
C -3.24 0.71 -1.19
C -2.21 1.19 -0.17
H -1.03 -1.23 -1.35
H 0.24 -0.54 -4.03
H -1.44 -0.35 -3.55
H -1.26 -2.39 -4.86
H -1.55 -2.83 -3.18
H 0.85 -3.35 -4.87
H 0.22 -4.24 -3.49
H 2.04 -1.81 -3.50
H 2.29 -3.36 -2.72
H 1.71 -1.67 -1.03
H 0.46 -2.90 -1.14
H 1.80 2.49 -1.41
H 3.00 -0.15 -2.34
H 3.30 0.71 -0.83
H 5.13 1.21 -2.39
H 4.16 2.66 -2.18
H 4.56 1.01 -4.63
H 4.10 2.70 -4.48
H 2.32 0.24 -4.41
H 2.22 1.64 -5.47
H 0.44 1.73 -3.77
H 1.57 3.07 -3.59
H -0.46 2.40 0.00
H -0.53 3.32 -2.33
H -1.86 3.73 -1.27
H -1.96 1.62 -3.46
H -2.71 3.21 -3.50
H -4.36 1.46 -2.86
H -4.14 2.63 -1.56
H -2.83 -0.11 -1.78
H -4.11 0.33 -0.66
H -1.87 0.35 0.46
H -2.69 1.91 0.49
I -0.15 3.40 3.04
I -1.55 3.11 5.81
I -6.69 -1.15 5.74
C -4.67 -0.79 5.23
C -4.34 -0.56 3.91
C -3.02 -0.32 3.58
C -2.05 -0.31 4.57
C -2.40 -0.53 5.90
C -3.71 -0.78 6.23
C -0.62 -0.07 4.21
O 0.24 -0.23 5.09
O -0.38 0.25 3.01
H -5.10 -0.56 3.14
H -2.73 -0.13 2.56
H -1.63 -0.48 6.66
H -4.00 -0.95 7.26
```

6.
Formula: C4H4O4
Source: the Open Molecules 2025 dataset
Level of theory: the ωB97M-V functional and the def2-TZVPD basis

HOMO, eV: -0.56
LUMO level, eV: 7.03
Net charge: -2
Relative energy (zero: lowest compared OMol25 entry of this formula, charge and spin), eV: 0.123

```
12
C4H4O4 (the ωB97M-V functional and the def2-TZVPD basis)
O -2.67 0.90 -0.66
C -1.53 1.21 -0.19
O -0.99 2.33 -0.20
C -0.72 0.03 0.41
C 0.49 -0.39 -0.48
C 1.72 -0.92 0.29
O 1.54 -1.51 1.39
O 2.84 -0.72 -0.25
H -0.26 0.35 1.34
H -1.41 -0.80 0.57
H 0.85 0.54 -0.92
H 0.15 -1.01 -1.31
```

7.
Formula: C4H4O4
Source: the Open Molecules 2025 dataset
Level of theory: the ωB97M-V functional and the def2-TZVPD basis

HOMO, eV: -7.93
LUMO level, eV: -0.69
Relative energy (zero: lowest compared OMol25 entry of this formula, charge and spin), eV: 7.303

```
12
C4H4O4 (the ωB97M-V functional and the def2-TZVPD basis)
C 1.69 0.26 -0.01
C -1.60 -0.48 0.31
C 1.28 -0.88 -0.67
C -0.80 0.35 -0.37
O 2.27 1.10 0.58
O -2.83 -0.11 0.40
O 0.94 -2.19 -0.21
O -0.61 1.59 -0.26
H 1.15 -0.82 -1.82
H -1.34 -1.50 0.39
H 1.78 -2.48 0.31
H -1.16 1.98 0.44
```

8.
Formula: C2H5Cl3Si
Source: the Open Molecules 2025 dataset
Level of theory: the ωB97M-V functional and the def2-TZVPD basis

2S+1: 3
HOMO (alpha / beta), eV: -7.80 / -10.66
LUMO level (alpha / beta), eV: 0.78 / -4.09
Expectation value of S²: 2.01
Relative energy (zero: lowest compared OMol25 entry of this formula, charge and spin), eV: 0.000

```
11
C2H5Cl3Si (the ωB97M-V functional and the def2-TZVPD basis)
C -0.73 1.15 -0.35
C -0.27 -0.25 -0.29
Si 1.42 -0.76 0.41
Cl -2.48 1.32 -0.69
Cl -0.82 -1.25 -1.53
Cl -1.82 -0.99 1.52
H -0.52 1.66 0.59
H -0.22 1.67 -1.17
H 2.29 -0.64 -0.78
H 1.82 0.22 1.41
H 1.34 -2.13 0.87
```

9.
Formula: C5H8NO
Source: the Open Molecules 2025 dataset
Level of theory: the ωB97M-V functional and the def2-TZVPD basis

HOMO, eV: -14.67
LUMO level, eV: -4.24
Net charge: +1
Relative energy (zero: lowest compared OMol25 entry of this formula, charge and spin), eV: 2.020

```
15
C5H8NO (the ωB97M-V functional and the def2-TZVPD basis)
C -0.57 -0.50 2.11
C 0.01 -0.27 0.96
C 1.48 -0.32 0.77
O 1.99 0.16 -0.19
C -0.78 0.27 -0.30
C -0.64 -0.40 -1.65
N 0.07 0.94 -1.36
H -1.60 -0.16 2.39
H -0.01 -0.96 2.96
H 2.27 -0.57 1.57
H -1.68 0.72 0.10
H 0.11 -1.23 -1.86
H -1.53 -0.37 -2.36
H 1.13 0.81 -1.26
H -0.26 1.89 -1.87
```

10.
Formula: C3H10NO3
Source: the Open Molecules 2025 dataset
Level of theory: the ωB97M-V functional and the def2-TZVPD basis

HOMO, eV: -14.29
LUMO level, eV: -3.73
Net charge: +1
Relative energy (zero: lowest compared OMol25 entry of this formula, charge and spin), eV: 4.292

```
17
C3H10NO3 (the ωB97M-V functional and the def2-TZVPD basis)
O -1.17 -0.77 -1.96
C -1.47 0.22 -1.39
C -0.34 0.71 -0.17
C 0.94 1.15 -1.00
O 2.11 0.51 -0.50
N 0.03 -0.56 0.65
H -2.41 0.86 -1.29
H -0.55 1.50 0.57
H 1.02 2.28 -0.99
H 0.89 0.95 -2.10
H 2.97 1.26 -0.68
H 0.51 -1.33 0.07
H 0.88 -0.27 1.39
H -0.54 -0.88 1.42
H -1.40 -1.07 3.73
H 0.29 -0.82 3.52
O -0.52 -1.12 3.11
```

11.
Formula: C9H21ErN2OP
Source: the Open Molecules 2025 dataset
Level of theory: the ωB97M-V functional and the def2-TZVPD basis

2S+1: 4
HOMO (alpha / beta), eV: -11.98 / -11.91
LUMO level (alpha / beta), eV: -3.45 / -3.40
Expectation value of S²: 3.75
Net charge: +1

```
35
C9H21ErN2OP (the ωB97M-V functional and the def2-TZVPD basis)
Er 0.44 -0.37 -0.10
H -1.09 -0.39 -2.50
H -0.55 0.05 -2.80
P 2.49 1.42 -0.85
C 2.53 3.24 -0.59
H 3.50 3.67 -0.93
H 1.70 3.70 -1.16
H 2.40 3.43 0.49
C 4.10 0.84 -0.15
H 4.20 -0.23 -0.39
H 4.95 1.41 -0.57
H 4.07 0.99 0.94
C 2.76 1.22 -2.68
H 1.90 1.69 -3.20
H 3.71 1.70 -2.99
H 2.80 0.13 -2.88
C -0.63 1.88 0.31
O -1.18 2.85 0.60
H 1.79 -1.59 -0.54
H 1.02 0.36 1.49
C -5.11 -1.04 0.97
C -3.66 -1.30 1.05
C -2.92 -2.35 1.58
C -1.57 -2.11 1.37
N -1.49 -0.94 0.68
N -2.77 -0.46 0.54
C -0.38 -2.89 1.77
H -5.64 -1.80 0.40
H -5.59 -0.96 1.94
H -5.31 -0.10 0.46
H -3.33 -3.21 2.06
H -2.97 0.41 0.07
H -0.37 -3.04 2.86
H -0.37 -3.87 1.27
H 0.57 -2.37 1.51
```

12.
Formula: C3H5N3
Source: the Open Molecules 2025 dataset
Level of theory: the ωB97M-V functional and the def2-TZVPD basis

HOMO, eV: -9.78
LUMO level, eV: 1.17
Relative energy (zero: lowest compared OMol25 entry of this formula, charge and spin), eV: 0.775

```
11
C3H5N3 (the ωB97M-V functional and the def2-TZVPD basis)
C -1.64 -0.33 -0.01
C -0.17 -0.08 0.01
C 0.55 1.11 -0.19
N 1.84 0.85 -0.06
N 1.87 -0.44 0.19
N 0.71 -1.06 0.23
H -2.06 -0.43 1.00
H -2.15 0.50 -0.50
H -1.87 -1.26 -0.54
H 0.19 2.10 -0.46
H 2.73 -0.94 0.33
```

Number 1: electronic energy -92011.243 eV. Number 2: electronic energy -187706.093 eV. Number 3: electronic energy -24265.182 eV. Number 4: electronic energy -48953.134 eV. Number 5: electronic energy -137473.658 eV. Number 6: electronic energy -12403.129 eV. Number 7: electronic energy -12396.001 eV. Number 8: electronic energy -47595.948 eV. Number 9: electronic energy -8842.741 eV. Number 10: electronic energy -10896.172 eV. Number 11: electronic energy -51602.797 eV. Number 12: electronic energy -7661.681 eV.